(1)
This record from OMol25 describes an isolated molecule of C6H10N2 in a non-equilibrium geometry. The level of theory is ωB97M-V/def2-TZVPD.

Its spin multiplicity is 1. The relative energy (zero: lowest compared OMol25 entry of this formula, charge and spin) comes out at 0.1748 eV. The value obtained for the total energy is -344.13029 Eh. As for the structure (SMILES): CCCc1cnc[nH]1. Its charge is 0. Its orbital gap is 0.343 hartree.

```
18
Properties=species:S:1:pos:R:3:nbo_charge:R:1
C 1.28424 1.54571 -1.28983 -0.62
C 0.22354 1.73334 -0.23511 -0.39
C 0.31799 0.62798 0.86205 -0.42
C -0.37279 -0.63812 0.45938 0.10
C -1.52415 -0.82571 -0.26806 -0.12
N -1.93113 -2.13152 -0.21058 -0.45
C -1.05829 -2.74577 0.53270 0.15
N -0.10312 -1.87571 0.97205 -0.52
H 0.90361 0.88970 -2.07722 0.21
H 2.21003 1.10356 -0.91247 0.20
H 1.60773 2.45549 -1.79866 0.21
H -0.78036 1.77877 -0.62034 0.21
H 0.37146 2.64271 0.35516 0.20
H 1.37481 0.49097 1.06022 0.21
H -0.21316 0.96746 1.75199 0.22
H -1.94132 -0.16214 -1.01193 0.20
H -1.09758 -3.74116 0.93806 0.19
H 0.72848 -2.11554 1.49259 0.41
```

(2)
This record from OMol25 describes an isolated molecule of C6H10N2 in a non-equilibrium geometry. The level of theory is ωB97M-V/def2-TZVPD.

Its spin multiplicity is 1. The relative energy (zero: lowest compared OMol25 entry of this formula, charge and spin) comes out at 1.2133 eV. The value obtained for the total energy is -344.09213 Eh. As for the structure (SMILES): N#CN1CCCCC1. Its charge is 0. Its orbital gap is 0.368 hartree.

```
18
Properties=species:S:1:pos:R:3:nbo_charge:R:1
N -2.76220 0.87831 -1.83547 -0.39
C -2.05937 0.29693 -1.10633 0.42
N -1.30352 -0.47096 -0.32480 -0.48
C -0.99203 -0.18102 1.06225 -0.21
C 0.16225 0.80703 1.23018 -0.42
C 1.44095 0.38059 0.46163 -0.41
C 1.18025 -0.10454 -0.99260 -0.44
C -0.06979 -0.99011 -1.05787 -0.19
H -1.83755 0.20548 1.66660 0.22
H -0.70121 -1.12689 1.56329 0.20
H -0.27095 1.85558 1.14653 0.21
H 0.49435 0.88400 2.28882 0.22
H 1.86372 -0.40858 1.09625 0.20
H 2.17999 1.21513 0.57211 0.23
H 1.03554 0.71419 -1.72152 0.22
H 1.91235 -0.78873 -1.47051 0.22
H -0.46617 -1.15131 -2.03810 0.22
H 0.19339 -2.01509 -0.54046 0.19
```

(3)
This record from OMol25 describes an isolated molecule of C6H10N2 in a non-equilibrium geometry. The level of theory is ωB97M-V/def2-TZVPD.

Its spin multiplicity is 1. The relative energy (zero: lowest compared OMol25 entry of this formula, charge and spin) comes out at 3.8623 eV. The value obtained for the total energy is -343.99478 Eh. As for the structure (SMILES): C1CN2C[C@H]3N[C@H]3[C@H]12. Its charge is 0. Its orbital gap is 0.322 hartree.

```
18
Properties=species:S:1:pos:R:3:nbo_charge:R:1
C -0.72440 -1.38537 1.33321 -0.40
C 0.00559 -2.13838 0.14913 -0.17
N 0.14044 -0.77322 -0.48874 -0.47
C 0.92310 0.22207 -1.36051 -0.21
C 0.75401 1.56079 -0.55493 -0.10
N -0.61350 2.03797 -0.61200 -0.60
C -0.12048 1.27581 0.61998 -0.11
C -0.75392 -0.11224 0.43127 -0.05
H -0.15375 -1.05821 2.20178 0.21
H -1.63994 -1.80170 1.61657 0.21
H 0.88960 -2.74766 0.35149 0.19
H -0.65583 -2.80244 -0.41809 0.17
H 0.48585 0.46944 -2.37786 0.20
H 2.02313 -0.03234 -1.35930 0.20
H 1.66538 2.19345 -0.55016 0.21
H -0.60384 3.00322 -0.46440 0.35
H 0.07855 1.86203 1.54351 0.21
H -1.69997 0.22677 -0.06096 0.19
```

(4)
This record from OMol25 describes an isolated molecule of C6H10N2 in a non-equilibrium geometry. The level of theory is ωB97M-V/def2-TZVPD.

Its spin multiplicity is 1. The relative energy (zero: lowest compared OMol25 entry of this formula, charge and spin) comes out at 3.9608 eV. The value obtained for the total energy is -343.99116 Eh. Its charge is 0. Its orbital gap (alpha / beta) is 0.305 / 0.276 hartree.

```
18
Properties=species:S:1:pos:R:3:nbo_charge:R:1
C -1.40279 1.27521 1.25990 0.18
C -0.45378 -1.46159 0.25450 -0.34
C -0.18761 0.77431 0.81349 0.11
C -0.00080 -0.29023 -0.41172 -0.13
C -0.92138 0.12246 -1.57198 -0.62
C 1.49526 -0.37333 -0.77843 -0.58
N -2.29261 1.99324 1.41955 -0.29
N 0.85692 0.80409 1.72024 -0.78
H 0.23499 -1.86293 0.99434 0.17
H -1.49736 -1.65344 0.45722 0.19
H -1.52786 1.07303 -1.29103 0.23
H -1.65961 -0.67048 -1.69003 0.22
H -0.42405 0.43891 -2.51392 0.22
H 1.70790 -1.29951 -1.45554 0.23
H 2.15082 -0.40950 0.02580 0.18
H 1.67331 0.50106 -1.32521 0.22
H 1.64000 0.24472 1.35605 0.39
H 0.60866 0.79398 2.73677 0.40
```

(5)
This record from OMol25 describes an isolated molecule of C6H10N2 in a non-equilibrium geometry. The level of theory is ωB97M-V/def2-TZVPD.

Its spin multiplicity is 1. The relative energy (zero: lowest compared OMol25 entry of this formula, charge and spin) comes out at 4.6070 eV. The value obtained for the total energy is -343.96741 Eh. Its charge is 0. Its orbital gap (alpha / beta) is 0.296 / 0.217 hartree.

```
18
Properties=species:S:1:pos:R:3:nbo_charge:R:1
C 2.04836 0.34588 0.64428 -0.63
C -0.08578 0.59187 -0.89849 0.10
C -1.15481 -0.01480 -0.19120 0.10
N -0.11790 0.79638 -2.29195 -0.80
C 0.95561 -0.24419 -0.20955 -0.06
C -0.33943 -0.64592 1.96301 -0.26
C -2.49041 -0.10965 -0.25215 -0.44
N -0.26418 -0.83235 0.65564 -0.40
H -0.84127 0.28510 -2.78884 0.38
H 0.77224 0.71084 -2.76313 0.38
H 1.35562 -1.01682 -0.87906 0.20
H -1.25443 -0.28892 2.41011 0.18
H 0.52122 -0.81133 2.59138 0.18
H -3.02129 -0.86100 0.31004 0.21
H -3.06217 0.59421 -0.83504 0.21
H 2.57153 -0.42766 1.20851 0.22
H 2.76905 0.84333 -0.00477 0.22
H 1.63804 1.08504 1.33121 0.23
```

(6)
This record from OMol25 describes a structure of composition C6H10N2 in a non-equilibrium geometry. The level of theory is ωB97M-V/def2-TZVPD.

Its spin multiplicity is 1. The relative energy (zero: lowest compared OMol25 entry of this formula, charge and spin) comes out at 7.8062 eV. The value obtained for the total energy is -343.84984 Eh. Its charge is 0. Its orbital gap is 0.340 hartree.

```
18
Properties=species:S:1:pos:R:3:nbo_charge:R:1
C 1.46580 -1.57727 0.68880 -0.44
C 1.83166 -0.29085 0.25648 -0.25
C 0.68191 0.77465 0.09415 -0.11
C -0.04596 1.25643 1.44386 -0.42
C -1.45757 0.91571 1.03992 -0.22
C -0.57475 -0.81685 -2.22136 -0.19
H 2.32900 -2.42692 0.26877 0.24
H 0.17827 -1.78824 0.92708 0.25
H 2.92949 -0.06645 0.00303 0.22
H 1.01385 1.42811 -0.69750 0.19
H 0.07403 2.34446 1.66093 0.22
H 0.63477 0.54256 2.26837 0.24
H -2.50210 1.80890 0.91609 0.21
H -1.92895 0.02787 1.71507 0.20
H -0.90311 -1.50953 -3.09098 0.19
H 0.42498 -0.41771 -2.46069 0.15
N -0.65500 0.22047 -0.13610 -0.29
N -1.29596 -0.43675 -1.19551 -0.21
```

(7)
This record from OMol25 describes a structure of composition C6H10N2 in a non-equilibrium geometry. The level of theory is ωB97M-V/def2-TZVPD.

Its spin multiplicity is 1. The relative energy (zero: lowest compared OMol25 entry of this formula, charge and spin) comes out at 3.9832 eV. The value obtained for the total energy is -343.99034 Eh. Its charge is 0. Its orbital gap is 0.341 hartree.

```
18
Properties=species:S:1:pos:R:3:nbo_charge:R:1
C 1.07682 -0.57036 -0.08886 -0.01
C 0.04416 0.15174 -0.97295 -0.30
C -0.11125 1.50107 -0.42843 -0.22
C -0.23362 1.18394 0.86269 -0.15
C 0.05005 -0.32151 0.98856 -0.30
C -0.96672 -0.65829 -0.16860 0.00
H 2.91988 -0.13561 -0.81339 0.36
H 2.74769 -0.43797 0.80349 0.35
H 1.19995 -1.64877 -0.30035 0.17
H -0.09081 0.00124 -2.04266 0.21
H 0.05562 2.64672 -0.82027 0.24
H -0.07669 1.87483 1.69834 0.21
H 0.10961 -0.89037 1.88598 0.21
H -0.97127 -1.78783 -0.45074 0.18
H -2.91582 -0.93995 0.53188 0.36
H -2.86462 0.11239 -0.83715 0.36
N 2.34503 0.02234 0.06017 -0.82
N -2.31800 -0.10361 0.09232 -0.85
```

(8)
This record from OMol25 describes a cluster of 2 separate species, C6H10N2O in total in a non-equilibrium geometry. The level of theory is ωB97M-V/def2-TZVPD.

Its spin multiplicity is 1. The relative energy (zero: lowest compared OMol25 entry of this formula, charge and spin) comes out at 4.9487 eV. The value obtained for the total energy is -419.20463 Eh. As for the structure (SMILES): CN(C)C=O.C=C=C=N. Its charge is 0. Its orbital gap (alpha / beta) is 0.286 / 0.286 hartree.

```
19
Properties=species:S:1:pos:R:3:nbo_charge:R:1
C -1.60123 0.70660 0.47292 -0.43
N -0.66316 0.05000 -0.45176 -0.47
C -1.39331 -0.69988 -1.47924 -0.42
C 0.30506 0.96792 -1.01575 0.57
O 0.47666 2.08905 -0.61299 -0.56
H -2.28900 1.37496 -0.04914 0.19
H -2.24836 -0.03109 0.94649 0.20
H -1.04720 1.32987 1.16934 0.24
H -1.96777 -1.50490 -1.01786 0.21
H -0.73251 -1.01022 -2.28567 0.21
H -2.14692 -0.08105 -1.97452 0.18
H 0.86678 0.49758 -1.83263 0.13
C 2.31183 0.79282 1.69356 -0.35
C 1.87560 -0.13515 0.86988 -0.24
C 1.10879 -1.21298 0.66536 0.38
N 1.25367 -2.44525 0.75485 -0.61
H 2.57492 1.77089 1.30244 0.20
H 2.41639 0.64678 2.76678 0.19
H 0.89974 -3.10594 0.07793 0.36
```

(9)
This record from OMol25 describes an isolated molecule of C6H10N2O in a non-equilibrium geometry. The level of theory is ωB97M-V/def2-TZVPD.

Its spin multiplicity is 1. The relative energy (zero: lowest compared OMol25 entry of this formula, charge and spin) comes out at 4.7950 eV. The value obtained for the total energy is -419.21028 Eh. As for the structure (SMILES): C[C@H]1C=CCN(N=O)C1. Its charge is 0. Its orbital gap is 0.361 hartree.

```
19
Properties=species:S:1:pos:R:3:nbo_charge:R:1
C -0.72190 1.43867 -0.95013 -0.60
C -1.21002 0.13120 -0.53604 -0.28
C -0.38431 -0.88778 -1.31243 -0.22
C 0.71248 -1.46341 -0.86138 -0.18
C 1.23627 -1.03489 0.52611 -0.33
N 0.48989 0.01461 1.23323 -0.20
N 1.04588 0.84327 2.05703 0.22
O 2.26266 0.69604 2.25155 -0.45
C -1.01978 0.07217 1.01115 -0.18
H -1.05497 2.18490 -0.03811 0.20
H -1.37279 1.77521 -1.93257 0.21
H 0.28883 1.72755 -1.17256 0.23
H -2.35062 0.08057 -0.69289 0.23
H -0.70489 -1.19139 -2.32874 0.22
H 1.57330 -2.13258 -1.42229 0.24
H 2.22283 -0.59160 0.18531 0.24
H 1.71208 -1.80046 1.12552 0.23
H -1.29629 0.92229 1.45770 0.21
H -1.42865 -0.78436 1.39954 0.20
```

(10)
This record from OMol25 describes a structure of composition C6H10N2O in a non-equilibrium geometry. The level of theory is ωB97M-V/def2-TZVPD.

Its spin multiplicity is 1. The relative energy (zero: lowest compared OMol25 entry of this formula, charge and spin) comes out at 5.3364 eV. The value obtained for the total energy is -419.19039 Eh. Its charge is 0. Its orbital gap (alpha / beta) is 0.240 / 0.240 hartree.

```
19
Properties=species:S:1:pos:R:3:nbo_charge:R:1
C -0.99174 -1.64403 -1.90696 -0.41
C 0.49892 2.08244 0.30698 -0.59
N -0.30562 -0.92654 -0.86467 -0.53
C 0.83280 -0.30842 -0.93853 0.78
C 0.47897 0.59153 0.65425 -0.21
C -1.00083 0.00656 0.68799 0.16
C 1.35046 0.03276 1.57418 -0.08
N -1.55043 -0.57822 1.73709 -0.75
O 1.80627 -0.10026 -1.60135 -0.55
H -0.87210 -1.12562 2.26996 0.30
H -1.69864 0.72678 0.24911 0.17
H -0.27752 -2.26166 -2.45607 0.20
H -1.74760 -2.30027 -1.47737 0.22
H -1.43334 -0.97307 -2.65009 0.20
H -0.20981 2.29863 -0.49215 0.23
H 0.24611 2.69081 1.17470 0.23
H 1.49038 2.34052 -0.06220 0.23
H 0.99769 -0.42258 2.49242 0.21
H 2.38601 -0.12936 1.30271 0.21
```